1.
{"formula": "C6H12O", "method": "ωB97M-V/def2-TZVPD", "smiles": "CCC[C@H]1C[C@H]1O", "e_above_lowest_kcal_mol": 28.1, "energy_ha": -311.0145, "homo_ev": -9.68, "total_charge": 0, "orbital_gap_ha": 0.39080, "elements": ["C", "C", "C", "C", "C", "C", "O", "H", "H", "H", "H", "H", "H", "H", "H", "H", "H", "H", "H"], "coordinates": [[-2.52989, 0.36376, -0.47899], [-1.36964, 0.53281, 0.49901], [-0.35905, -0.62262, 0.41458], [1.04809, -0.19849, 0.76804], [2.22847, -0.98384, 0.25465], [1.92901, 0.36125, -0.31998], [1.46613, 0.36915, -1.64077], [-2.16123, 0.39719, -1.51127], [-3.02711, -0.60398, -0.34348], [-3.28000, 1.15417, -0.36547], [-1.75144, 0.62466, 1.52425], [-0.85688, 1.48164, 0.28628], [-0.34714, -1.01908, -0.60786], [-0.67776, -1.44783, 1.06476], [1.16321, 0.26179, 1.74933], [2.01193, -1.83029, -0.39252], [3.10566, -1.09997, 0.88437], [2.59800, 1.18541, -0.06778], [0.80960, 1.07427, -1.71713]], "lowdin_charge": [-0.121, -0.264, -0.192, -0.251, -0.061, -0.344, -0.017, 0.070, 0.075, 0.069, 0.107, 0.106, 0.112, 0.119, 0.139, 0.115, 0.101, 0.141, 0.095]}

2.
{"formula": "C6H12O", "method": "ωB97M-V/def2-TZVPD", "smiles": "C/C=C(\\C=O)CC.[H][H]", "e_above_lowest_kcal_mol": 86.3, "energy_ha": -310.9217, "homo_ev": -8.67, "total_charge": 0, "orbital_gap_ha": 0.33811, "elements": ["C", "C", "C", "C", "O", "C", "C", "H", "H", "H", "H", "H", "H", "H", "H", "H", "H", "H", "H"], "coordinates": [[2.27812, 0.22776, 0.27608], [0.99044, -0.39540, 0.05901], [-0.08726, 0.16671, -0.54275], [-0.02577, 1.52446, -1.07555], [0.96964, 2.23255, -1.13891], [-1.33352, -0.65421, -0.72576], [-1.92461, -1.17992, 0.58440], [2.20272, -0.33764, -0.80733], [2.97542, -0.21425, 0.99974], [2.38743, 1.30178, 0.13271], [0.97879, -1.43927, 0.36500], [-0.98934, 1.90824, -1.47370], [-1.10803, -1.49897, -1.38768], [-2.08199, -0.04669, -1.24671], [-2.79852, -1.81026, 0.39089], [-1.19655, -1.78435, 1.13957], [-2.22848, -0.35484, 1.23791], [0.15361, 1.14995, 1.45958], [0.83789, 1.20436, 1.75352]], "lowdin_charge": [-0.069, -0.230, -0.304, -0.249, 0.002, -0.232, -0.104, 0.177, 0.091, 0.066, 0.133, 0.121, 0.111, 0.103, 0.070, 0.066, 0.076, 0.084, 0.086]}

3.
{"formula": "C6H12O", "method": "ωB97M-V/def2-TZVPD", "smiles": "C=CCC(=C)C.O", "e_above_lowest_kcal_mol": 70.0, "energy_ha": -310.9478, "homo_ev": -8.77, "total_charge": 0, "orbital_gap_ha": 0.34836, "elements": ["C", "C", "C", "C", "C", "C", "H", "H", "H", "H", "H", "H", "H", "H", "H", "H", "O", "H", "H"], "coordinates": [[1.81988, 0.06353, 2.11378], [1.89037, -0.51167, 0.90701], [0.74558, -0.33067, -0.07694], [-0.08703, 0.91999, 0.17655], [-0.04207, 1.91693, -0.70702], [-1.34555, 0.77188, 1.00606], [1.23338, 0.96461, 2.23828], [2.25369, -0.33169, 3.02537], [2.81132, -0.84567, 0.43591], [0.08921, -1.19901, -0.14049], [1.15378, -0.24669, -1.08940], [-0.87599, 2.60220, -0.71969], [0.81673, 1.94684, -1.34007], [-1.25969, 1.25495, 1.98059], [-1.88330, -0.17411, 1.02968], [-2.11339, 1.39968, 0.54090], [-2.14073, -2.16273, -2.62506], [-2.07787, -2.71900, -3.40731], [-1.35295, -1.61372, -2.56576]], "lowdin_charge": [0.006, -0.155, -0.192, -0.381, 0.047, -0.075, 0.052, 0.053, 0.095, 0.113, 0.096, 0.065, 0.059, 0.074, 0.080, 0.066, -0.060, 0.034, 0.023]}

4.
{"formula": "C6H12O", "method": "ωB97M-V/def2-TZVPD", "e_above_lowest_kcal_mol": 65.3, "energy_ha": -310.9551, "homo_ev": -8.32, "total_charge": 0, "orbital_gap_ha": 0.34833, "elements": ["C", "C", "C", "C", "O", "C", "C", "H", "H", "H", "H", "H", "H", "H", "H", "H", "H", "H", "H"], "coordinates": [[-2.30151, -1.20522, -0.40608], [-1.19658, -0.16794, -0.57709], [-1.64501, 1.22144, -0.09953], [-0.07398, -0.52871, 0.34778], [1.01652, -0.67606, -0.35922], [2.19715, -0.66208, 0.46887], [2.68922, 0.77042, 0.44780], [-3.17251, -0.94416, -1.01492], [-1.94943, -2.19734, -0.70877], [-2.60265, -1.25980, 0.64586], [-0.86730, -0.11402, -1.62623], [-1.91623, 1.18796, 0.96188], [-2.51154, 1.56031, -0.67616], [-0.84635, 1.96468, -0.21456], [1.87293, -0.98888, 1.45963], [2.91992, -1.36380, 0.04482], [1.86180, 1.43239, 0.72850], [3.00779, 1.04014, -0.56369], [3.51777, 0.93069, 1.14110]], "lowdin_charge": [-0.086, -0.458, -0.084, -0.027, -0.090, -0.243, -0.072, 0.078, 0.078, 0.080, 0.133, 0.080, 0.079, 0.075, 0.105, 0.118, 0.074, 0.080, 0.078]}

5.
{"formula": "C6H12O", "method": "ωB97M-V/def2-TZVPD", "smiles": "CCO[C@H]1C[C@H]1C", "e_above_lowest_kcal_mol": 32.7, "energy_ha": -311.0072, "homo_ev": -9.32, "total_charge": 0, "orbital_gap_ha": 0.38528, "elements": ["C", "C", "O", "C", "C", "C", "C", "H", "H", "H", "H", "H", "H", "H", "H", "H", "H", "H", "H"], "coordinates": [[2.59673, 0.79630, 0.09750], [1.59346, -0.29961, -0.20192], [0.58757, -0.27671, 0.79456], [-0.50411, -1.07283, 0.45993], [-1.79174, -0.74917, 1.13652], [-1.62893, -0.46225, -0.33838], [-1.52500, 0.97086, -0.80731], [2.99996, 0.68314, 1.10812], [2.12427, 1.78082, 0.02573], [3.42751, 0.75698, -0.61446], [2.08667, -1.28530, -0.20924], [1.14260, -0.15070, -1.19491], [-0.25897, -2.12275, 0.28155], [-1.77658, 0.10671, 1.80666], [-2.43611, -1.56545, 1.45061], [-2.15389, -1.13577, -1.01445], [-1.13008, 1.02675, -1.82852], [-2.50328, 1.46466, -0.79721], [-0.85009, 1.53433, -0.15479]], "lowdin_charge": [-0.073, -0.278, -0.116, -0.329, -0.056, -0.274, -0.070, 0.078, 0.075, 0.076, 0.121, 0.119, 0.149, 0.116, 0.101, 0.131, 0.074, 0.077, 0.079]}

Question: Which formula does entry 5 have?
Answer: C6H12O